{
  "formula": "C4H12NOS",
  "method": "ωB97M-V/def2-TZVPD",
  "e_homo_ev": -2.4487,
  "gap_ev": 5.872,
  "e_tot_ha": -687.78588,
  "relative_energy_kcal_mol": 26.46,
  "e_lumo_ev": 3.42,
  "max_force_ha_per_bohr": 0.0491,
  "total_charge": -1,
  "symbols": ["C", "N", "C", "C", "S", "C", "H", "H", "H", "H", "H", "H", "H", "H", "H", "H", "H", "H", "O"],
  "xyz": [[-0.21, 1.83, -0.33], [-0.08, 0.56, 0.41], [-1.40, -0.18, 0.43], [-1.24, -1.71, 0.33], [-2.47, -2.57, 1.37], [0.95, 2.75, 0.01], [-1.09, 2.26, 0.17], [-0.39, 1.69, -1.40], [0.62, -0.01, -0.04], [-1.77, 0.09, 1.41], [-1.95, 0.10, -0.47], [-1.34, -2.02, -0.71], [-0.24, -1.97, 0.70], [1.86, 2.46, -0.52], [1.17, 2.93, 1.06], [0.70, 3.72, -0.46], [2.26, -3.98, -0.31], [1.95, -2.65, -0.79], [2.66, -3.30, -0.88]],
  "nbo_charge": [-0.223, -0.635, -0.240, -0.542, -0.717, -0.607, 0.183, 0.161, 0.328, 0.209, 0.160, 0.173, 0.160, 0.190, 0.214, 0.187, 0.468, 0.473, -0.942]
}

{
  "formula": "C28H23ClF2NO",
  "method": "ωB97M-V/def2-TZVPD",
  "e_homo_ev": -10.1008,
  "gap_ev": 4.983,
  "e_tot_ha": -1870.31801,
  "e_lumo_ev": -5.12,
  "max_force_ha_per_bohr": 0.1128,
  "total_charge": 1,
  "symbols": ["C", "C", "C", "F", "C", "C", "C", "C", "C", "C", "F", "C", "C", "C", "C", "C", "C", "H", "H", "H", "H", "H", "H", "H", "H", "H", "H", "H", "H", "H", "Cl", "C", "C", "C", "C", "N", "C", "C", "C", "C", "C", "C", "C", "C", "O", "C", "H", "H", "H", "H", "H", "H", "H", "H", "H", "H"],
  "xyz": [[2.35, -3.71, -3.79], [1.87, -2.69, -2.82], [1.87, -1.34, -3.17], [2.37, -1.00, -4.40], [1.41, -0.35, -2.34], [0.98, -0.64, -1.00], [0.57, 0.41, -0.14], [1.26, 1.62, -0.05], [2.48, 1.93, -0.75], [2.95, 3.22, -0.76], [4.04, 3.54, -1.53], [2.37, 4.26, -0.03], [2.92, 5.63, -0.11], [1.25, 3.95, 0.75], [0.72, 2.67, 0.77], [1.05, -2.02, -0.63], [1.45, -3.01, -1.52], [2.11, -4.71, -3.44], [1.90, -3.57, -4.78], [3.44, -3.65, -3.93], [1.42, 0.69, -2.68], [-0.52, 0.45, 0.36], [3.01, 1.17, -1.32], [2.50, 6.23, 0.70], [4.01, 5.63, 0.00], [2.68, 6.12, -1.06], [0.79, 4.74, 1.35], [-0.15, 2.45, 1.39], [0.80, -2.29, 0.41], [1.44, -4.06, -1.21], [-5.16, 3.15, 0.12], [-3.90, 2.65, 1.16], [-3.71, 3.24, 2.41], [-2.74, 2.70, 3.25], [-1.99, 1.61, 2.85], [-2.21, 1.03, 1.63], [-1.34, -0.06, 1.20], [-2.07, -1.11, 0.44], [-1.81, -2.54, 0.77], [-2.00, -3.45, -0.27], [-1.52, -4.75, -0.16], [-0.90, -5.16, 1.03], [-0.78, -4.28, 2.11], [-1.23, -2.96, 1.99], [-2.77, -0.84, -0.55], [-3.09, 1.60, 0.75], [-4.35, 4.08, 2.71], [-2.55, 3.11, 4.24], [-1.19, 1.19, 3.44], [-0.78, -0.43, 2.06], [-2.46, -3.11, -1.20], [-1.64, -5.43, -1.00], [-0.51, -6.18, 1.11], [-0.33, -4.61, 3.04], [-1.14, -2.27, 2.82], [-3.17, 1.16, -0.23]],
  "nbo_charge": [-0.646, -0.034, 0.451, -0.327, -0.284, -0.090, 0.128, -0.106, -0.172, 0.359, -0.312, 0.065, -0.655, -0.223, -0.106, -0.189, -0.192, 0.226, 0.244, 0.245, 0.235, 0.257, 0.256, 0.231, 0.257, 0.260, 0.235, 0.215, 0.231, 0.235, 0.089, -0.041, -0.195, -0.205, -0.001, -0.214, -0.409, 0.521, -0.178, -0.149, -0.214, -0.186, -0.238, -0.141, -0.593, -0.015, 0.255, 0.252, 0.232, 0.212, 0.246, 0.228, 0.229, 0.227, 0.202, 0.290]
}